{
  "formula": "C25H41BF6O2PPd",
  "method": "ωB97M-V/def2-TZVPD",
  "elements": ["Pd", "O", "H", "H", "F", "C", "F", "H", "O", "P", "C", "C", "C", "C", "C", "C", "C", "C", "C", "C", "C", "C", "C", "C", "C", "C", "C", "C", "H", "H", "H", "H", "H", "H", "H", "H", "H", "H", "H", "H", "H", "H", "H", "H", "H", "H", "H", "H", "H", "H", "H", "H", "H", "H", "H", "H", "H", "H", "H", "H", "H", "C", "C", "C", "C", "C", "C", "H", "H", "H", "H", "H", "F", "B", "F", "F", "F"],
  "xyz": [[-0.469, -2.299, 0.935], [1.623, -2.266, -1.333], [1.676, -2.852, -2.096], [2.415, -2.458, -0.817], [-3.256, -2.998, 2.368], [-2.772, -1.844, 1.964], [-3.200, -1.560, 0.722], [-2.842, -1.015, 2.661], [-0.149, -0.292, 0.533], [0.227, 0.963, -0.255], [2.001, 1.007, -0.602], [2.480, 2.345, -1.214], [3.974, 2.563, -0.943], [4.739, 1.250, -1.067], [4.279, 0.236, 0.003], [2.896, 0.576, 0.564], [-0.283, 2.398, 0.744], [0.744, 2.691, 1.857], [0.107, 3.590, 2.910], [-0.986, 2.828, 3.672], [-1.632, 1.757, 2.786], [-1.704, 2.209, 1.330], [-0.580, 0.907, -1.887], [-1.892, 0.102, -1.892], [-2.608, 0.319, -3.220], [-3.064, 1.784, -3.370], [-2.207, 2.733, -2.525], [-0.746, 2.295, -2.554], [2.092, 0.224, -1.368], [1.910, 3.193, -0.823], [2.304, 2.327, -2.292], [4.117, 2.976, 0.058], [4.358, 3.311, -1.637], [5.812, 1.424, -0.986], [4.576, 0.842, -2.069], [4.995, 0.187, 0.825], [4.252, -0.767, -0.432], [2.971, 1.387, 1.290], [2.479, -0.278, 1.101], [-0.299, 3.261, 0.070], [1.628, 3.161, 1.423], [1.080, 1.759, 2.324], [-0.315, 4.469, 2.414], [0.862, 3.964, 3.601], [-1.742, 3.529, 4.031], [-0.556, 2.352, 4.555], [-2.639, 1.533, 3.150], [-1.047, 0.834, 2.844], [-2.232, 3.164, 1.273], [-2.289, 1.505, 0.736], [0.130, 0.325, -2.484], [-2.554, 0.395, -1.074], [-1.661, -0.955, -1.733], [-3.463, -0.355, -3.299], [-1.932, 0.049, -4.036], [-4.114, 1.887, -3.093], [-2.996, 2.078, -4.419], [-2.560, 2.747, -1.489], [-2.304, 3.756, -2.889], [-0.108, 3.050, -2.087], [-0.410, 2.228, -3.591], [-1.708, -6.563, -0.627], [-0.576, -6.461, 0.188], [-0.025, -5.226, 0.413], [-0.679, -4.052, -0.070], [-1.735, -4.197, -1.015], [-2.284, -5.429, -1.235], [-2.128, -7.539, -0.834], [-0.137, -7.354, 0.608], [0.867, -5.108, 1.015], [-2.150, -3.313, -1.484], [-3.147, -5.557, -1.875], [0.276, -1.582, 3.615], [0.942, -2.738, 3.236], [-0.048, -3.736, 2.897], [1.876, -3.196, 4.088], [1.536, -2.473, 1.909]],
  "forces_ev_per_angstrom": [[0.4, 0.2, 0.3], [-0.1, -0.1, 0.0], [0.1, 0.0, 0.0], [0.0, 0.0, 0.1], [0.0, 0.1, 0.0], [-0.1, 0.0, -0.1], [0.0, -0.1, 0.1], [0.0, 0.0, 0.1], [-0.1, -0.1, 0.0], [-0.1, -0.2, 0.2], [-0.1, -0.1, -0.1], [0.0, 0.1, 0.0], [0.0, 0.0, 0.0], [0.0, 0.0, 0.0], [0.1, 0.0, 0.0], [0.0, 0.0, 0.1], [0.0, 0.0, -0.3], [0.1, 0.0, 0.0], [0.0, 0.0, 0.0], [0.0, 0.0, 0.0], [-0.1, -0.1, 0.0], [0.0, 0.0, 0.0], [0.1, 0.1, -0.1], [-0.1, 0.0, 0.1], [0.0, 0.0, 0.0], [0.0, 0.0, 0.0], [0.0, 0.1, 0.0], [0.0, 0.1, 0.0], [0.0, 0.0, 0.1], [0.0, 0.0, 0.0], [0.0, 0.0, 0.0], [0.0, 0.0, 0.0], [0.0, 0.0, 0.0], [0.0, 0.0, 0.0], [0.0, 0.0, 0.0], [0.0, 0.0, 0.0], [0.0, 0.0, 0.0], [0.1, -0.1, -0.1], [0.0, 0.0, -0.1], [0.0, 0.0, 0.0], [0.0, 0.0, 0.0], [-0.1, 0.0, 0.0], [0.0, 0.0, 0.0], [0.0, 0.0, 0.0], [0.0, 0.0, 0.0], [0.0, 0.0, 0.0], [0.1, 0.0, 0.0], [-0.1, 0.0, 0.0], [0.0, 0.0, 0.0], [0.0, 0.0, 0.0], [0.1, 0.0, 0.0], [0.0, 0.0, 0.0], [0.0, 0.0, 0.0], [0.0, 0.0, 0.0], [0.0, 0.0, 0.0], [0.0, 0.0, 0.0], [0.0, 0.0, 0.0], [0.0, 0.0, 0.0], [0.0, 0.0, 0.0], [0.0, -0.1, 0.0], [0.0, 0.0, 0.0], [-0.1, -0.1, 0.0], [0.2, 0.1, 0.1], [0.1, -0.1, 0.2], [0.0, -0.1, -0.3], [-0.2, 0.0, -0.1], [0.0, 0.2, -0.1], [0.0, 0.0, 0.0], [0.0, 0.0, 0.0], [0.0, -0.1, 0.0], [-0.1, -0.1, 0.0], [0.0, 0.1, 0.0], [0.1, -0.1, -0.1], [-0.1, -0.1, 0.1], [-0.2, 0.2, -0.1], [0.0, 0.0, 0.0], [0.0, 0.1, -0.2]],
  "total_charge": 1,
  "homo_energy_ev": [-11.9, -12.6],
  "multiplicity": 5
}